This record from the OMol25 dataset describes C35H50BaCl5Ge3 as an isolated structure. The level of theory is ωB97M-V with the def2-TZVPD basis set.

The value obtained for the energy above the lowest of the compared OMol25 structures with the same formula, charge and spin is 60.4 kcal/mol. The calculation puts the gap between HOMO and LUMO (spin up / spin down) at 0.2493 / 0.1895 Eh. The HOMO energy (spin up / spin down) is -10.909 / -10.594 eV. The spin multiplicity is 1. Its charge is +1.

The geometry in XYZ format:
```
94
Properties=species:S:1:pos:R:3:forces:R:3:lowdin_charge:R:1
Ba 0.046781 0.265673 -0.298484 0.014 -0.390 0.214 1.468
C 0.322890 -2.107666 -2.906455 0.063 0.106 -0.012 -0.113
C 0.224379 -3.192258 -2.099186 0.079 0.106 -0.022 -0.094
C -1.089173 -3.151970 -1.459671 -0.069 0.059 0.104 -0.042
C -1.764390 -2.006629 -1.890187 -0.082 0.036 0.050 -0.165
C -0.935918 -1.363314 -2.810392 -0.004 -0.010 -0.032 -0.154
H 1.151491 -1.846714 -3.547981 -0.022 -0.018 -0.024 0.110
H 0.960744 -3.968537 -1.962438 -0.006 -0.010 0.002 0.115
H -1.477743 -3.903523 -0.787388 -0.003 0.001 -0.010 0.117
H -2.774152 -1.725237 -1.633133 -0.007 -0.008 -0.020 0.113
H -1.175910 -0.464437 -3.362145 -0.033 -0.048 -0.058 0.061
C -0.372388 -4.063696 2.386823 0.068 -0.052 -0.063 -0.175
C 0.856536 -3.937365 1.488486 0.022 0.121 0.079 -0.359
Ge 1.932442 -2.313958 1.828803 -0.034 -0.111 -0.128 0.834
C 3.088787 -2.063682 0.232860 -0.031 0.034 0.185 -0.374
C 4.140341 -0.963250 0.347128 -0.026 -0.127 -0.043 -0.187
C 2.785397 -2.398982 3.582671 -0.018 0.077 -0.042 -0.213
C 2.138947 -1.534200 4.388896 -0.099 0.099 -0.167 -0.362
Ge 0.858232 -0.550899 3.243780 -0.073 0.006 -0.036 0.843
C 1.386762 1.356903 3.023729 -0.005 -0.203 0.007 -0.381
C 2.905146 1.522436 3.060243 -0.120 0.093 0.065 -0.157
C -1.051747 -0.714011 3.735154 0.168 -0.002 0.020 -0.382
C -1.462747 0.264543 4.837594 -0.020 -0.055 -0.020 -0.172
C 2.348913 -1.340275 5.831960 0.027 0.067 0.095 -0.244
C 2.883884 -2.346998 6.636706 0.004 -0.014 -0.007 -0.032
C 3.089387 -2.131684 7.989118 0.007 -0.016 0.016 -0.069
C 2.765064 -0.908830 8.561653 -0.012 0.020 -0.022 -0.075
C 2.224383 0.098611 7.775362 0.010 -0.012 0.044 -0.069
C 2.011981 -0.122075 6.424365 0.003 -0.047 -0.069 -0.058
H -0.872515 -5.022922 2.244207 -0.019 0.007 0.018 0.074
H -1.099959 -3.274845 2.182101 -0.011 0.003 0.008 0.052
H -0.096434 -3.991102 3.440523 -0.025 0.004 0.010 0.068
H 0.577802 -3.960648 0.434253 0.003 -0.002 0.000 0.015
H 1.530751 -4.784135 1.642765 0.016 0.007 0.003 0.073
H 2.462705 -1.928309 -0.658090 0.000 0.010 0.006 0.014
H 3.570310 -3.035068 0.088116 -0.004 -0.020 0.003 0.072
H 3.675351 0.025369 0.345135 0.015 0.045 0.021 -0.005
H 4.843654 -0.995130 -0.486927 0.008 0.029 0.009 0.078
H 4.711240 -1.055137 1.272457 0.007 0.025 -0.001 0.078
H 3.584997 -3.046455 3.936599 -0.010 -0.015 -0.015 0.065
H 0.919704 1.905038 3.845618 -0.021 -0.009 0.008 0.060
H 0.948172 1.808559 2.124466 0.079 0.003 -0.013 -0.007
H 3.315087 1.101314 3.979687 0.034 0.008 -0.022 0.070
H 3.192373 2.574801 3.020461 0.014 -0.004 -0.019 0.074
H 3.382973 1.008569 2.227785 0.065 -0.024 -0.037 0.035
H -1.200099 -1.744266 4.062528 0.006 0.006 0.009 0.053
H -1.679358 -0.582705 2.848706 0.012 0.019 0.006 0.019
H -0.892264 0.083891 5.749939 -0.008 0.023 0.004 0.064
H -2.519714 0.151493 5.081966 0.001 0.012 0.007 0.078
H -1.305174 1.303445 4.543920 0.002 0.007 0.010 0.038
H 3.123067 -3.310240 6.203346 -0.001 0.006 0.000 0.110
H 3.498018 -2.922670 8.604159 0.000 -0.005 -0.009 0.108
H 2.925535 -0.745653 9.618900 -0.001 0.002 0.000 0.108
H 1.965217 1.051906 8.216845 -0.003 0.002 -0.008 0.108
H 1.587098 0.666114 5.811153 -0.003 0.013 0.028 0.091
Cl -1.982519 2.082291 1.856301 0.049 -0.121 0.156 0.665
C -2.303761 2.795699 0.279349 -0.018 0.068 -0.295 -0.720
C -1.568175 2.295094 -0.774204 -0.182 0.089 -0.108 -0.451
C -1.861447 2.843815 -2.006512 -0.122 0.067 0.215 -0.723
Cl -0.979648 2.219479 -3.391689 0.115 -0.033 -0.130 0.639
C -2.812016 3.840274 -2.208748 0.068 -0.004 -0.027 -0.708
Cl -3.115438 4.483467 -3.771985 -0.007 -0.004 -0.003 0.701
C -3.519540 4.315373 -1.101696 -0.030 0.028 0.004 -0.697
Cl -4.700102 5.544537 -1.300134 0.017 -0.017 0.004 0.710
C -3.271310 3.786871 0.167109 0.027 -0.022 0.022 -0.710
Cl -4.145431 4.346371 1.534763 0.002 0.005 0.012 0.704
C 5.177525 3.306723 -4.070693 -0.063 0.004 0.001 -0.095
C 3.673539 3.110217 -4.229798 0.044 -0.037 0.018 -0.276
C 3.217337 1.670828 -3.999274 -0.002 0.009 -0.006 -0.295
C 3.516306 1.138803 -2.593396 -0.103 0.082 0.037 -0.358
Ge 2.654885 2.240674 -1.195154 0.287 0.116 0.060 0.891
C 3.781475 3.458628 -0.142425 -0.073 -0.149 -0.088 -0.356
C 5.156936 2.876614 0.173504 0.003 0.064 0.020 -0.313
C 6.032710 3.839488 0.969345 0.043 -0.055 -0.003 -0.269
C 7.392920 3.237707 1.303313 -0.057 0.052 -0.007 -0.107
H 5.462454 4.329509 -4.314896 0.020 -0.004 0.002 0.078
H 5.727338 2.637184 -4.734938 0.019 0.004 0.008 0.083
H 5.509027 3.111138 -3.048488 0.012 0.004 -0.007 0.050
H 3.372953 3.411036 -5.235012 -0.014 0.020 0.008 0.112
H 3.138352 3.777967 -3.543328 -0.012 0.016 -0.017 0.085
H 3.703979 1.019572 -4.732556 -0.007 0.000 -0.004 0.115
H 2.141178 1.605891 -4.188377 0.004 -0.006 -0.009 0.086
H 4.587171 1.116189 -2.384895 -0.001 -0.008 0.018 0.059
H 3.165505 0.106920 -2.495909 0.026 -0.008 0.004 0.039
H 1.359720 2.895571 -1.734377 -0.034 0.006 0.017 -0.068
H 3.242301 3.698040 0.776882 -0.003 0.029 -0.008 0.052
H 3.866635 4.391176 -0.708370 0.015 -0.005 -0.027 0.074
H 5.673856 2.609604 -0.754220 0.009 -0.014 0.015 0.093
H 5.049242 1.948684 0.744351 -0.003 -0.026 -0.018 0.087
H 5.513170 4.116463 1.891662 -0.010 0.014 -0.007 0.108
H 6.165440 4.761810 0.397109 -0.019 0.012 0.006 0.113
H 7.282236 2.327476 1.896132 0.010 -0.004 0.000 0.073
H 8.002539 3.937138 1.874387 0.018 -0.017 -0.001 0.073
H 7.939504 2.981988 0.393780 0.012 -0.009 0.006 0.075
```
Positions in Å, forces in eV/Å.